No. 1
Formula: C32H88N4O12
Source: the Open Molecules 2025 dataset
Level of theory: the ωB97M-V functional and the def2-TZVPD basis

Last column: Löwdin charge in e.
Cartesian coordinates (Å):
O -9.9589 -14.5543 -16.3667  -0.06
O -11.0644 -10.9948 -8.5552  -0.06
O -8.6413 -14.1371 -13.6057  -0.09
O -11.3477 -7.8901 -14.3086  -0.09
O -13.4360 -9.4714 -14.6062  -0.10
O -15.4659 -13.2617 -12.8497  -0.09
O -6.3890 -8.1478 -13.8390  0.06
O -7.4195 -11.6063 -12.0298  -0.08
O -14.0503 -12.1687 -15.4778  -0.07
O -11.2075 -5.9210 -12.1152  -0.04
O -13.0022 -12.6021 -11.9416  0.06
O -14.7583 -16.0024 -8.0675  -0.05
N -11.7684 -10.8363 -11.4272  0.19
N -11.5988 -11.6006 -13.3703  0.21
N -8.2264 -6.9603 -14.0796  0.19
N -8.3253 -9.0062 -13.2998  0.19
C -12.1590 -11.8102 -12.2193  -0.77
C -13.4191 -10.9533 -7.7603  -0.02
C -6.7768 -11.4858 -10.7982  -0.47
C -5.5265 -10.7519 -11.1700  -0.05
C -7.8791 -10.7607 -9.9598  -0.02
C -14.4108 -8.7845 -13.7952  -0.38
C -11.3986 -7.4133 -10.0971  -0.02
C -11.9871 -10.4718 -7.6563  -0.49
C -15.6825 -8.9038 -14.7871  -0.02
C -7.5623 -8.0370 -13.7660  -0.81
C -13.3747 -14.9259 -6.3779  -0.06
C -11.2339 -10.4205 -6.2946  -0.05
C -9.2088 -13.6134 -17.0597  -0.52
C -16.6081 -12.7179 -12.1355  -0.43
C -9.3219 -14.4693 -12.3446  -0.45
C -12.3562 -6.3762 -15.8154  -0.03
C -15.9946 -12.4687 -16.7011  -0.05
C -7.7736 -13.9679 -16.9827  -0.04
C -14.5445 -13.0005 -16.4449  -0.48
C -8.3810 -15.0538 -11.3024  -0.03
C -12.6229 -15.1622 -8.8321  -0.05
C -11.0447 -7.0472 -15.3503  -0.49
C -10.4651 -15.2575 -12.9334  -0.04
C -16.3302 -12.7806 -10.6449  -0.05
C -12.2045 -4.9401 -10.0903  -0.04
C -14.5986 -9.4543 -12.4316  -0.03
C -13.7686 -14.9881 -7.8534  -0.49
C -13.6398 -12.8229 -17.6333  -0.04
C -17.9975 -13.4236 -12.4357  -0.04
C -10.3190 -7.8787 -16.4078  -0.04
C -9.6826 -12.3426 -16.3949  -0.06
C -11.9166 -6.1935 -10.9692  -0.48
H -12.9061 -15.8692 -6.0974  0.08
H -9.7240 -13.5650 -11.8878  0.12
H -16.2505 -11.4517 -16.9983  0.07
H -6.4570 -12.3950 -10.2890  0.13
H -12.7044 -5.5859 -15.1503  0.08
H -10.3885 -6.2828 -14.9341  0.11
H -9.6513 -14.4214 -15.4671  0.03
H -12.6026 -13.1275 -17.4937  0.06
H -18.7652 -12.7644 -12.0304  0.07
H -10.1706 -10.1807 -6.2886  0.08
H -12.6162 -14.1927 -6.1039  0.06
H -8.9158 -14.9017 -10.3649  0.08
H -7.1822 -13.0569 -17.0750  0.08
H -11.3219 -4.3272 -9.9070  0.08
H -11.5193 -9.6431 -5.5859  0.07
H -14.1293 -7.7324 -13.7504  0.12
H -11.7445 -6.2391 -12.8447  0.06
H -12.0039 -10.9322 -10.4497  0.08
H -13.7042 -9.1444 -11.8912  0.06
H -11.9993 -9.3911 -7.7979  0.11
H -10.0284 -8.9033 -16.1758  0.07
H -12.0377 -7.6009 -9.2343  0.06
H -14.4514 -16.7462 -7.5438  0.08
H -5.6346 -9.8939 -11.8335  0.07
H -15.4886 -8.3644 -15.7143  0.07
H -11.7095 -12.1846 -14.1868  0.10
H -16.3988 -13.0770 -17.5103  0.07
H -10.4291 -7.0200 -9.7915  0.08
H -16.5738 -8.5704 -14.2556  0.07
H -8.5374 -11.5006 -9.5043  0.05
H -8.1701 -16.0998 -11.5248  0.09
H -9.4447 -7.3602 -16.8013  0.08
H -13.8293 -10.9111 -8.7692  0.07
H -15.6677 -13.6263 -10.4601  0.09
H -11.3376 -11.2910 -5.6469  0.07
H -9.3540 -12.2388 -15.3608  0.07
H -15.4753 -9.2254 -11.8257  0.09
H -18.1124 -13.4821 -13.5180  0.06
H -14.6177 -13.1015 -12.4297  0.01
H -13.7667 -11.7946 -17.9718  0.09
H -11.1201 -10.0821 -11.6031  0.09
H -9.2294 -6.9226 -13.9667  0.06
H -14.1950 -14.5382 -5.7738  0.08
H -16.7130 -12.5921 -15.8907  0.06
H -12.8417 -6.5181 -11.4456  0.12
H -8.5107 -10.0479 -10.4900  0.07
H -11.3578 -8.3935 -10.5722  0.04
H -11.1036 -14.5890 -13.5109  0.07
H -9.6140 -13.6528 -18.0708  0.14
H -16.6833 -11.7222 -12.5726  0.11
H -10.8569 -10.9258 -13.4899  0.11
H -10.6284 -11.7166 -8.0965  0.09
H -7.6616 -6.1634 -14.3366  0.13
H -11.6187 -14.8816 -8.5144  0.07
H -10.8537 -8.0335 -17.3449  0.07
H -14.7065 -14.0558 -16.2251  0.15
H -7.9791 -13.4833 -13.3698  0.05
H -5.1161 -10.1359 -10.3698  0.09
H -9.2499 -11.4424 -16.8314  0.07
H -12.2480 -5.8788 -16.7792  0.08
H -7.4794 -14.6487 -17.7815  0.08
H -15.8810 -11.8735 -10.2405  0.06
H -12.7380 -14.4288 -9.6302  0.06
H -13.4040 -11.9846 -7.4077  0.06
H -12.5996 -16.0923 -9.4000  0.08
H -12.9390 -4.3121 -10.5946  0.07
H -6.8115 -12.2450 -12.4094  0.09
H -12.1263 -8.4189 -14.4977  0.03
H -7.4719 -14.4556 -11.2406  0.06
H -7.5987 -10.2202 -9.0557  0.08
H -14.5479 -10.5415 -12.4912  0.06
H -13.8617 -13.5007 -18.4576  0.08
H -10.7681 -12.2713 -16.4640  0.07
H -7.5619 -14.5137 -16.0633  0.08
H -14.1690 -10.4355 -7.1622  0.09
H -14.3062 -14.0634 -8.0634  0.11
H -10.1165 -15.9985 -13.6528  0.09
H -9.2814 -8.6839 -13.3452  0.08
H -15.8058 -9.9570 -15.0395  0.05
H -10.9918 -15.7499 -12.1159  0.08
H -13.6347 -10.4034 -14.7224  0.05
H -13.1637 -7.0710 -16.0460  0.07
H -12.7000 -5.0212 -9.1228  0.07
H -4.7853 -11.3840 -11.6591  0.09
H -7.9829 -9.9072 -12.9981  0.08
H -18.1213 -14.4319 -12.0406  0.08
H -17.2768 -12.8859 -10.1148  0.08
H -14.4439 -12.4037 -14.6344  0.07

* relative energy (zero: lowest compared OMol25 entry of this formula, charge and spin): 2.447 eV
* structure (SMILES): NC(N)=O.NC(N)=O.CC(C)O.CC(C)O.CC(C)O.CC(C)O.CC(C)O.CC(C)O.CC(C)O.CC(C)O.CC(C)O.CC(C)O
* net charge: 0
* highest occupied orbital energy: -0.345 Eh
* gap between HOMO and LUMO: 9.71 eV


No. 2
Formula: C40H31Cl5F18IrN5O2PS
Source: the Open Molecules 2025 dataset
Level of theory: the ωB97M-V functional and the def2-TZVPD basis

Last column: Löwdin charge in e.
Cartesian coordinates (Å):
Ir -0.9068 -0.1779 -1.3768  1.11
Cl -7.2748 -2.6004 1.1836  0.72
Cl -7.7195 -3.0375 -1.8625  0.71
Cl -4.6108 -1.3389 2.1913  0.79
Cl -5.4459 -2.3289 -3.8905  0.73
Cl -2.6934 -1.3505 -2.8082  0.80
S 2.4129 0.4655 -1.8275  0.83
P 0.3384 -0.9758 0.5704  1.04
F -2.1418 -4.8754 5.3228  0.15
F 5.6631 -4.9876 -0.8576  0.16
F 6.2882 -3.7976 0.8213  0.14
F 1.1465 -0.8728 -6.1276  0.19
F -3.1292 -5.8444 3.6723  0.15
F -0.7837 0.8445 -6.6000  0.19
F 1.2092 -1.4846 -4.0693  0.13
F -1.9815 1.1683 -4.8544  0.15
F 3.2858 3.2250 5.0227  0.15
F 5.1981 -5.6231 1.1466  0.16
F -4.0522 -4.1553 4.6357  0.15
F -0.0015 3.0252 -4.8405  0.18
F 1.4356 2.0713 -6.1324  0.19
F 1.8636 4.5347 4.0749  0.14
F 2.6102 -0.0344 -4.8109  0.13
F 1.9093 2.4486 -4.0781  0.13
F -1.3184 -0.8088 -5.3275  0.13
F 3.7863 4.1966 3.1653  0.15
O 0.1061 0.7109 -3.1571  -0.34
O -2.6300 -0.9676 0.0674  -0.25
N 4.6038 0.3541 -0.3705  0.14
N -1.7771 1.8108 -0.8808  -0.02
N -2.0599 3.6236 0.5782  -0.03
N 4.8372 1.1007 -2.5501  -0.04
N -1.9280 1.4376 1.3706  0.10
C -3.7414 -1.4316 -0.3502  -0.46
C -0.6836 -1.9872 1.6972  -0.35
C -6.2250 -2.4392 -1.2997  -0.72
C 1.7752 -2.1244 0.4518  -0.34
C 3.3722 -3.3746 -0.8452  0.02
C -5.1965 -2.1447 -2.2046  -0.70
C 1.2262 1.6072 1.0354  -0.13
C 0.9290 2.0706 -4.9024  -0.57
C 2.2088 2.4393 3.0602  -0.10
C 0.3348 0.6938 -4.4655  -0.34
C -2.8413 3.8802 -1.6833  -0.13
C 2.0331 1.2006 3.6592  0.01
C 3.4971 -3.3824 1.5640  0.01
C 1.8034 2.6454 1.7452  0.01
C 1.0470 0.3548 1.6216  -0.34
C 2.3768 -2.5826 1.6224  -0.06
C 2.7957 3.5913 3.8370  -0.59
C 1.4504 0.1704 2.9418  -0.08
C 2.2569 -2.5535 -0.7795  -0.11
C -6.0238 -2.2261 0.0743  -0.70
C -1.9378 2.3045 0.3354  -0.36
C 4.0758 0.6496 -1.5634  -0.79
C -1.1630 -1.5615 2.9294  -0.09
C -2.9747 3.1488 2.7680  -0.13
C -3.9830 -1.6813 -1.7278  -0.57
C -0.9470 0.4744 -5.3340  -0.57
C -2.1632 -3.7110 3.2872  -0.11
C -1.0210 -3.2580 1.2366  -0.07
C -2.0294 2.6404 -2.0375  -0.22
C -2.1439 4.5648 -0.5195  -0.13
C -2.8781 -4.6528 4.2202  -0.59
C -1.7576 -4.1195 2.0235  0.03
C 5.2781 -4.5570 0.3428  -0.60
C 4.0026 -3.7600 0.3274  -0.10
C -2.1068 4.0942 1.9457  -0.12
C 1.3357 -0.4352 -4.8861  -0.57
C -1.8843 -2.4267 3.7317  -0.02
C -4.8227 -1.7097 0.5318  -0.59
C 6.2636 1.3353 -2.4871  -0.06
C -2.3231 1.7759 2.7260  -0.17
H -2.7095 5.4371 -0.1894  0.13
H -2.9189 4.5454 -2.5405  0.13
H 2.3619 1.0372 4.6750  0.13
H 6.6001 1.6555 -3.4684  0.10
H 5.5902 0.4345 -0.1913  0.10
H 0.9117 1.7545 0.0109  0.04
H 6.8034 0.4245 -2.2190  0.09
H -1.0810 2.9167 -2.5112  0.11
H -3.0572 3.5034 3.7926  0.12
H -1.4321 1.7753 3.3679  0.12
H -3.9744 3.1040 2.3350  0.13
H 1.9570 3.6108 1.2867  0.13
H -0.6887 -3.5780 0.2590  0.12
H -1.1446 4.9001 -0.8197  0.14
H -3.0115 1.0078 3.0826  0.10
H -2.0703 0.4686 1.0981  0.06
H -2.5124 5.1070 1.9560  0.13
H -2.0100 -5.1070 1.6698  0.13
H 1.3004 -0.7696 3.4448  0.09
H 1.9738 -2.3354 2.5889  0.10
H 6.5031 2.1214 -1.7671  0.09
H -1.0936 4.1245 2.3658  0.13
H 3.9843 -3.7189 2.4659  0.13
H 4.3568 1.3188 -3.4105  0.12
H 4.0035 -0.0125 0.3457  0.09
H -2.2282 -2.1095 4.7038  0.14
H 3.7496 -3.7100 -1.7967  0.13
H 1.7655 -2.2409 -1.6888  0.06
H -0.9616 -0.5645 3.2796  0.09
H -3.8501 3.5831 -1.3900  0.13
H -2.5724 2.0375 -2.7663  0.10

* relative energy (zero: lowest compared OMol25 entry of this formula, charge and spin): 3.573 eV
* net charge: +1
* highest occupied orbital energy (alpha / beta): -0.384 / -0.390 Eh
* gap between HOMO and LUMO (alpha / beta): 4.74 / 5.58 eV


No. 3
Formula: C36H45MgN8O4SSe
Source: the Open Molecules 2025 dataset
Level of theory: the ωB97M-V functional and the def2-TZVPD basis

Last column: Löwdin charge in e.
Cartesian coordinates (Å):
Se -0.9121 2.6835 -0.4757  0.76
S 0.9947 1.3144 2.6495  0.72
Mg -0.6770 0.4210 0.6942  0.34
O 2.8489 2.5468 -1.0868  0.09
O -3.0413 -1.4287 -2.1035  0.06
O 0.6025 -1.1396 0.5435  -0.03
O -2.2003 0.4263 1.8051  -0.08
N -1.4600 -3.0090 -1.5447  0.17
N -3.6780 2.3169 -1.1217  -0.11
N -3.3464 0.9693 3.6912  -0.12
N -4.2534 -0.4732 2.1045  -0.11
N 3.0056 1.5411 0.9595  0.11
N 1.9722 3.5377 1.6428  0.05
N -1.2600 -0.9521 -0.6869  0.13
N -2.3744 1.5247 -2.6529  -0.11
C -4.4828 1.8138 -2.1227  -0.03
C -4.6065 1.3987 4.2759  -0.04
C -1.1920 1.1564 -3.4030  -0.02
C -3.6677 1.3176 -3.0741  -0.04
C -2.0304 -1.7649 -1.5171  -0.53
C 2.9120 -3.5289 -3.8121  -0.08
C -4.1262 2.9874 0.0801  -0.02
C -5.1350 -1.1929 3.0169  -0.04
C -0.1081 -4.1001 0.2478  -0.15
C -4.1813 -1.0542 0.7696  -0.02
C 6.5624 -0.3466 -0.3821  -0.06
C -0.1827 -3.0458 -0.8472  -0.26
C -2.3853 2.1264 -1.4494  -0.67
C -2.1566 1.5648 4.2781  -0.04
C 3.2390 6.4532 -0.4812  -0.10
C 4.8981 0.9739 -2.1623  -0.02
C 0.0532 -6.0706 2.2137  -0.08
C 3.4120 1.7577 -0.3690  -0.40
C 2.7700 -2.3085 -3.1724  -0.06
C 6.8704 -0.3221 -1.7342  -0.06
C 1.1265 -4.4755 0.7680  -0.02
C 1.2054 -5.4556 1.7440  -0.06
C -1.1811 -5.6758 1.7229  -0.08
C 1.7882 -2.1373 -2.2048  -0.01
C -0.2184 -1.6400 -0.2527  -0.45
C 1.1062 -4.4189 -2.5021  -0.03
C -3.2268 0.3019 2.5228  -0.45
C 2.0778 -4.5861 -3.4740  -0.06
C 6.0332 0.3350 -2.6269  -0.07
C 4.5887 0.9621 -0.8024  -0.14
C 5.4247 0.2887 0.0874  -0.02
C 0.9521 -3.1923 -1.8610  -0.15
C 2.9079 4.5144 1.0902  -0.17
C -1.2620 -4.6920 0.7473  -0.03
C 2.2662 5.3911 0.0190  -0.25
C 2.0132 2.2174 1.6481  -0.78
H -3.7133 -0.3660 0.0743  0.06
H 2.7553 7.0821 -1.2268  0.08
H 0.1193 -6.8507 2.9603  0.11
H 6.2719 0.3578 -3.6818  0.11
H 3.4259 -1.4821 -3.4172  0.10
H 0.4701 -5.2509 -2.2215  0.13
H -5.1081 -2.2524 2.7591  0.10
H -5.5557 1.8476 -2.0694  0.13
H 3.7739 3.9927 0.6879  0.12
H -3.5743 2.6026 0.9359  0.06
H -3.8898 0.8108 -3.9945  0.14
H -0.9322 1.9435 -4.1115  0.10
H -5.1911 -1.2708 0.4245  0.11
H -2.3109 1.6601 5.3516  0.10
H 3.5776 7.0903 0.3378  0.08
H 1.3769 5.8692 0.4402  0.11
H 2.1854 -5.5463 -3.9611  0.11
H -5.4379 1.1998 3.6070  0.08
H -2.0858 -6.1383 2.0958  0.10
H 7.7687 -0.8078 -2.0914  0.11
H -1.7901 -3.7407 -2.1495  0.16
H -4.8067 -1.0912 4.0471  0.09
H -3.9449 4.0595 0.0069  0.10
H 7.2174 -0.8542 0.3131  0.11
H 2.0296 -4.0003 0.4067  0.13
H -5.1902 2.8076 0.2128  0.10
H 3.2435 5.1449 1.9180  0.13
H 4.2400 1.5080 -2.8349  0.12
H 5.2168 0.2797 1.1496  0.11
H -4.7849 0.9084 5.2347  0.10
H -1.3042 0.9239 4.0954  0.04
H -2.2309 -4.3915 0.3688  0.11
H 3.6748 -3.6596 -4.5682  0.11
H -0.3590 1.0237 -2.7178  0.06
H 2.1714 -5.7452 2.1362  0.11
H -6.1669 -0.8480 2.9303  0.10
H 1.1943 3.9173 2.1618  0.13
H -4.5580 2.4753 4.4499  0.10
H -1.9408 2.5470 3.8506  0.10
H -3.6058 -1.9852 0.7795  0.10
H 1.6897 -1.1812 -1.7047  0.11
H 1.9433 4.7581 -0.8042  0.09
H -1.3884 0.2305 -3.9395  0.10
H 3.1241 0.5979 1.3009  0.12
H 4.1143 5.9930 -0.9418  0.08

* net charge: +1
* highest occupied orbital energy: -0.388 Eh
* gap between HOMO and LUMO: 8.43 eV


No. 4
Formula: C20H22N2O4S3
Source: the Open Molecules 2025 dataset
Level of theory: the ωB97M-V functional and the def2-TZVPD basis

Last column: natural (NBO) charge in e.
Cartesian coordinates (Å):
S 1.0313 2.2699 -2.7948  0.28
S -3.7897 -1.3415 -0.9012  2.34
S 5.0761 -0.7968 3.5605  -0.07
O -3.3512 2.6962 0.0855  -0.48
O -2.9280 -0.2428 -1.2622  -0.97
O -5.1324 -1.0320 -1.2849  -0.92
O -3.2281 -2.6545 -1.6435  -0.87
N -4.2620 4.1451 -1.6806  -0.38
N 1.9857 1.0622 -0.3072  -0.67
C -2.5102 -0.0008 2.4183  -0.39
C -3.8503 -0.3475 1.6795  -0.41
C -2.1567 1.5055 2.3287  -0.42
C -0.0746 1.3213 0.9482  -0.15
C -3.7869 -1.6665 0.8611  -0.67
C 0.0050 2.1192 -1.3277  -0.16
C 2.7297 -1.2953 -3.7599  -0.20
C 3.6813 -1.0971 2.4190  -0.51
C -1.3980 1.7526 1.0059  -0.08
C 4.1046 -0.7340 0.9441  -0.41
C 0.6173 1.5018 -0.2370  0.11
C 1.8688 0.6751 -2.7452  -0.18
C 2.8609 -1.0038 -1.3303  -0.03
C -3.7584 3.5959 -0.7752  0.53
C 3.1001 -1.7342 -2.5014  -0.20
C 2.0960 -0.0610 -3.8884  -0.23
C 2.2427 0.2381 -1.4633  0.19
C -1.9975 2.3424 -0.0887  0.35
C -1.3048 2.5507 -1.2731  -0.28
C 3.2891 -1.6448 -0.0106  -0.42
H 5.1850 -0.9175 0.8994  0.22
H 3.6059 -2.7001 -2.4167  0.21
H -1.7713 3.0009 -2.1493  0.26
H 2.3709 -2.0085 0.4854  0.21
H 0.4593 0.8567 1.7768  0.22
H -4.1021 0.5226 1.0531  0.24
H 3.3925 -2.1590 2.3809  0.22
H -4.6856 -2.2512 1.0917  0.26
H -1.4165 1.7111 3.1180  0.22
H 2.5906 1.8804 -0.4223  0.38
H 2.7728 -0.5481 2.7060  0.21
H -2.5371 -2.3099 -2.2361  0.52
H 3.9199 0.3354 0.8117  0.22
H -1.7064 -0.6590 2.0588  0.20
H 1.7736 0.2849 -4.8706  0.23
H -2.6702 -0.2332 3.4865  0.21
H -2.8771 -2.2044 1.1613  0.24
H 2.9444 -1.9236 -4.6233  0.22
H 3.9000 -2.5294 -0.2421  0.22
H -3.0292 2.1650 2.3840  0.23
H 5.3489 -2.0033 4.1206  0.14
H -4.6281 -0.4333 2.4503  0.22

* relative energy (zero: lowest compared OMol25 entry of this formula, charge and spin): 0.686 eV
* structure (SMILES): N#COc1cc2c(cc1CCCCS(=O)(=O)O)Nc1c(CCCS)cccc1S2
* net charge: 0
* highest occupied orbital energy: -0.314 Eh
* gap between HOMO and LUMO: 8.72 eV


No. 5
Formula: C4H2N3P
Source: the Open Molecules 2025 dataset
Level of theory: the ωB97M-V functional and the def2-TZVPD basis

Last column: natural (NBO) charge in e.
Cartesian coordinates (Å):
P -1.7606 0.2937 0.3631  0.51
N 1.4889 -0.5321 2.2757  -0.16
N 1.2065 1.6679 -1.4531  -0.20
N 0.0773 -2.6419 -1.6362  -0.40
C 0.6765 0.9675 -0.6822  0.20
C 0.8826 -0.2728 1.3325  0.18
C 0.0996 0.0159 0.2349  -0.31
C 0.4051 -1.7487 -1.0377  0.21
H -1.3538 1.0888 1.3141  -0.03
H -1.7221 1.1616 -0.7111  0.00

* relative energy (zero: lowest compared OMol25 entry of this formula, charge and spin): 2.855 eV
* net charge: 0
* highest occupied orbital energy: -0.430 Eh
* gap between HOMO and LUMO: 8.79 eV


| no. | total energy (a.u.) | largest force on an atom (hartree/bohr) |
| --- | --- | --- |
| 1 | -2393.8090 | 0.1059 |
| 2 | -6909.4243 | 0.0706 |
| 3 | -5137.6246 | 0.0232 |
| 4 | -2380.2874 | 0.0534 |
| 5 | -659.0501 | 0.1388 |